{"formula": "C3H7NO3", "method": "wB97M-V/def2-TZVPD", "symbols": ["C", "C", "C", "O", "N", "O", "O", "H", "H", "H", "H", "H", "H", "H"], "xyz": [[-0.11246, 0.22152, -1.24104], [0.51389, 0.33820, 0.18833], [-0.23337, -0.52993, 1.15593], [0.64042, 1.55162, 0.85380], [1.93667, -0.15309, -0.06399], [2.10267, -1.32792, 0.16344], [2.75390, 0.61526, -0.50997], [0.06670, 1.16622, -1.83422], [-1.23245, 0.39381, -1.04537], [0.29024, -0.64705, -1.73632], [0.13009, -1.56111, 0.91763], [-1.26486, -0.52643, 0.85894], [0.09203, -0.24130, 2.21933], [1.06161, 2.27760, 0.28965]], "forces_ev_per_angstrom": [[-1.475, 3.628, 1.132], [-0.094, 0.697, -0.405], [1.983, -1.570, 0.578], [0.371, 2.118, -1.715], [-0.239, -0.758, 0.594], [1.016, -0.439, -0.311], [0.035, 0.256, -0.027], [0.563, -1.097, 0.421], [1.419, -1.326, -0.692], [-0.647, -0.354, -0.227], [-0.523, 0.666, 0.652], [-0.602, 0.384, 0.721], [-1.073, -0.541, -1.571], [-0.733, -1.664, 0.851]], "total_charge": 0, "orbital_gap_ev": 11.17, "lumo_ev": 0.497, "de_lowest_ev": 4.611, "smiles": "CC(C)(O)[N+](=O)[O-]", "homo_energy_ev": -10.678}

***

{"formula": "C2H6BNO", "method": "wB97M-V/def2-TZVPD", "symbols": ["C", "C", "N", "H", "H", "H", "H", "H", "B", "O", "H"], "xyz": [[0.36852, 0.64765, -0.45463], [0.02551, -0.05023, 0.79688], [1.28277, -0.16229, 0.40544], [-0.14209, 0.15962, -1.21764], [0.75768, 1.67062, -0.58601], [-0.10699, 0.75846, 1.66230], [-0.73469, -0.85164, 0.93754], [1.81092, -0.96685, 0.09808], [-2.64266, -0.26873, -0.84476], [-2.58097, -0.88981, 0.15984], [-2.20554, -0.05653, -1.85707]], "forces_ev_per_angstrom": [[1.721, -0.311, 0.601], [-4.169, 2.579, 5.276], [4.094, 0.364, -1.885], [-0.056, -0.546, -1.953], [-0.951, -0.474, 0.275], [0.113, -1.908, -1.153], [0.993, 0.640, -0.719], [-0.885, -0.232, -0.176], [0.797, -0.570, -0.442], [-1.346, -0.568, 1.704], [-0.311, 1.027, -1.530]], "total_charge": 0, "orbital_gap_ev": 9.13, "lumo_ev": 0.353, "de_lowest_ev": 3.186, "smiles": "C1CN1.B=O", "homo_energy_ev": -8.775}

***

{"formula": "C30H62N2O8S2", "method": "wB97M-V/def2-TZVPD", "symbols": ["C", "C", "C", "C", "C", "S", "C", "C", "C", "S", "C", "C", "C", "N", "C", "C", "C", "N", "H", "H", "H", "H", "H", "H", "H", "H", "H", "H", "H", "H", "H", "H", "C", "C", "O", "H", "H", "H", "H", "H", "H", "C", "C", "O", "H", "H", "H", "H", "H", "H", "C", "C", "O", "H", "H", "H", "H", "H", "H", "C", "C", "O", "H", "H", "H", "H", "H", "H", "C", "C", "O", "H", "H", "H", "H", "H", "H", "C", "C", "O", "H", "H", "H", "H", "H", "H", "C", "C", "O", "H", "H", "H", "H", "H", "H", "C", "C", "O", "H", "H", "H", "H", "H", "H"], "xyz": [[3.56261, -1.13738, -0.40263], [2.24703, -1.94449, -0.44621], [1.09205, -1.12190, -0.95448], [0.47936, -1.42940, -2.15796], [-0.57203, -0.65440, -2.65045], [-1.28301, -1.15050, -4.18118], [-1.03115, 0.44145, -1.92354], [-0.40512, 0.74335, -0.71565], [0.64644, -0.01870, -0.22528], [-0.98979, 2.13319, 0.21007], [-1.28494, 3.19441, -1.16576], [-0.95814, 4.54238, -1.09828], [-1.16344, 5.36612, -2.20159], [-0.79117, 6.72910, -2.12770], [-1.71905, 4.82669, -3.35890], [-2.04987, 3.48086, -3.41594], [-1.82726, 2.65154, -2.32548], [-2.11721, 1.24877, -2.40094], [3.66613, -0.63615, 0.56370], [3.55400, -0.35620, -1.16420], [4.42770, -1.78534, -0.54239], [2.02586, -2.28895, 0.56823], [2.38441, -2.81915, -1.08460], [0.82687, -2.28939, -2.72180], [-2.18731, -0.16802, -4.22873], [1.09206, 0.26124, 0.72548], [-0.50344, 4.93085, -0.19342], [0.17598, 6.80759, -1.82818], [-0.81043, 7.13818, -3.05515], [-1.87111, 5.46990, -4.21918], [-2.45995, 3.06477, -4.32932], [-2.95760, 1.03611, -1.86794], [2.24315, -1.67087, 3.79923], [2.09902, -0.17092, 3.94536], [1.15767, 0.33443, 3.00024], [2.58046, -1.91720, 2.79070], [2.95504, -2.08833, 4.51345], [1.28076, -2.16309, 3.95781], [3.04485, 0.33321, 3.74958], [1.77710, 0.09521, 4.95765], [0.31044, -0.08842, 3.18161], [-1.50943, -2.77834, 1.11004], [-0.87282, -3.63159, 2.19249], [-1.01417, -3.03957, 3.48117], [-1.05264, -1.78713, 1.08905], [-1.38469, -3.23367, 0.12562], [-2.57766, -2.65391, 1.30176], [0.19575, -3.73744, 2.00391], [-1.31197, -4.63294, 2.20270], [-1.95965, -2.94928, 3.65171], [-5.26951, -6.02946, 2.87953], [-4.18878, -5.03327, 2.50916], [-4.33636, -3.79097, 3.20177], [-6.25500, -5.61951, 2.65790], [-5.14588, -6.96196, 2.32801], [-5.23463, -6.25838, 3.94712], [-4.23105, -4.79375, 1.44770], [-3.20031, -5.44782, 2.72637], [-4.30114, -3.97746, 4.14596], [-4.42337, 6.15740, 1.29845], [-3.94685, 5.00844, 2.16634], [-2.77284, 4.39374, 1.64230], [-4.61714, 5.81003, 0.28300], [-5.33700, 6.59799, 1.70003], [-3.66383, 6.94065, 1.24407], [-4.69721, 4.21970, 2.20826], [-3.76256, 5.35705, 3.18867], [-2.08645, 5.06786, 1.60271], [0.44260, -4.69254, -5.37865], [1.15439, -5.40821, -4.24651], [1.02115, -4.71608, -3.00364], [0.82317, -3.67609, -5.48705], [0.58307, -5.22115, -6.32245], [-0.63016, -4.62323, -5.18256], [2.22482, -5.46492, -4.43303], [0.78131, -6.43158, -4.14239], [0.08312, -4.66026, -2.79311], [6.29784, -5.66091, -2.68826], [5.19812, -6.16834, -3.60183], [4.05651, -6.61572, -2.88054], [6.59857, -6.44129, -1.98887], [7.17151, -5.34883, -3.26207], [5.95029, -4.80433, -2.10574], [5.54192, -7.02958, -4.17344], [4.90943, -5.38600, -4.31394], [3.70879, -5.87148, -2.37673], [-0.76336, 4.85509, 5.05714], [-0.45168, 6.31381, 5.32672], [-1.62775, 7.11789, 5.37259], [-1.31071, 4.74471, 4.11969], [0.14868, 4.26015, 4.99303], [-1.38664, 4.43740, 5.85173], [0.15689, 6.73140, 4.52545], [0.10882, 6.41969, 6.26184], [-2.18607, 6.78723, 6.08299], [2.84114, 2.93973, -1.74285], [2.83666, 4.45571, -1.67368], [2.05258, 5.03714, -2.71361], [3.22189, 2.60597, -2.70886], [3.46280, 2.51381, -0.95346], [1.82758, 2.54498, -1.62592], [3.84209, 4.85586, -1.80000], [2.46379, 4.78352, -0.69590], [1.15711, 4.68944, -2.60812]], "forces_ev_per_angstrom": [[-0.292, 0.087, 0.221], [0.310, 0.150, -0.025], [-0.039, 0.053, 0.243], [-0.010, 0.046, -0.009], [0.043, -0.068, 0.044], [-0.002, -0.111, -0.132], [0.011, -0.122, -0.003], [0.162, -0.070, 0.029], [-0.110, 0.117, -0.071], [0.000, -0.023, 0.084], [0.032, 0.117, -0.009], [0.085, -0.171, -0.026], [0.083, 0.183, 0.163], [0.255, -0.150, -0.374], [-0.123, -0.021, 0.031], [0.072, 0.059, -0.053], [-0.081, 0.062, -0.148], [-0.018, -0.078, -0.036], [0.038, 0.014, -0.079], [0.144, -0.120, -0.094], [0.024, 0.059, -0.007], [-0.057, -0.149, -0.100], [-0.156, -0.017, 0.035], [-0.023, 0.047, -0.008], [-0.063, 0.119, 0.019], [0.061, -0.115, -0.116], [-0.010, 0.081, -0.066], [-0.094, 0.053, 0.228], [-0.158, 0.091, 0.075], [-0.007, -0.084, 0.005], [0.021, -0.054, 0.094], [0.012, 0.021, -0.003], [-0.001, -0.179, 0.018], [-0.220, -0.145, -0.010], [0.086, 0.136, 0.053], [0.051, 0.014, 0.012], [0.033, 0.063, 0.012], [0.004, 0.013, 0.026], [-0.044, 0.078, -0.057], [0.095, -0.022, 0.036], [-0.003, -0.026, -0.035], [-0.035, 0.026, 0.067], [-0.169, 0.143, -0.133], [0.059, 0.037, 0.057], [0.016, -0.042, -0.040], [0.020, 0.009, -0.011], [-0.011, -0.034, -0.011], [0.039, 0.008, 0.138], [0.088, -0.048, -0.081], [-0.021, 0.008, -0.089], [-0.076, 0.111, 0.018], [0.015, -0.038, 0.203], [0.140, 0.007, -0.026], [-0.003, -0.015, -0.025], [0.018, -0.003, 0.000], [0.029, -0.040, -0.007], [0.020, 0.053, 0.001], [-0.012, -0.093, -0.087], [-0.095, -0.001, 0.004], [0.036, -0.048, -0.072], [0.046, 0.083, -0.013], [0.004, 0.036, 0.089], [-0.018, -0.005, 0.004], [0.002, 0.004, 0.015], [-0.015, 0.020, 0.033], [0.005, -0.019, 0.013], [-0.040, -0.022, 0.015], [-0.011, 0.008, -0.028], [0.002, 0.086, 0.088], [-0.100, 0.032, -0.038], [0.059, 0.005, -0.007], [0.017, -0.005, -0.023], [-0.001, -0.016, 0.005], [-0.008, -0.030, -0.022], [0.006, -0.052, -0.005], [0.057, -0.025, -0.019], [0.007, 0.012, 0.026], [-0.036, -0.049, 0.061], [-0.056, 0.091, 0.064], [0.066, 0.014, 0.006], [0.016, -0.007, -0.013], [-0.004, 0.010, -0.012], [0.013, 0.026, -0.027], [-0.007, -0.006, -0.018], [0.035, -0.023, -0.045], [-0.081, -0.034, -0.006], [-0.090, -0.010, -0.079], [-0.079, -0.024, 0.077], [0.021, -0.024, -0.050], [0.020, -0.014, -0.014], [0.013, 0.007, 0.019], [0.043, -0.006, 0.034], [0.012, 0.018, 0.002], [0.050, 0.000, -0.029], [-0.012, 0.014, -0.006], [-0.040, 0.023, -0.082], [-0.089, -0.069, -0.018], [-0.069, -0.016, 0.167], [0.022, -0.003, 0.003], [-0.013, 0.000, 0.022], [0.020, -0.002, 0.044], [0.010, 0.010, 0.007], [0.047, 0.013, 0.024], [0.006, -0.026, -0.137]], "total_charge": 0, "orbital_gap_ev": 8.40, "lumo_ev": 0.541, "smiles": "CCc1cc(S)c2c(c1)Sc1cc(N)ccc1N2.CCO.CCO.CCO.CCO.CCO.CCO.CCO.CCO", "homo_energy_ev": -7.855}

***

{"formula": "H18O9", "method": "wB97M-V/def2-TZVPD", "symbols": ["O", "H", "H", "O", "H", "H", "O", "H", "H", "O", "H", "H", "O", "H", "H", "O", "H", "H", "O", "H", "H", "O", "H", "H", "O", "H", "H"], "xyz": [[-0.93552, -0.94656, -3.03407], [-1.32952, -0.13956, -2.62907], [-1.41452, -1.12656, -3.81507], [-0.45152, 3.33044, 0.37193], [-1.03952, 3.76544, -0.22607], [-1.03652, 2.65344, 0.75393], [-2.36052, 1.54244, 1.14693], [-2.59352, 2.25544, 1.73493], [-1.86552, 0.95344, 1.70293], [3.05048, -2.56056, -0.60507], [2.32648, -2.08656, -1.05407], [3.35348, -3.22956, -1.29707], [-0.40852, -2.15956, 1.46593], [0.37648, -2.46356, 1.07593], [-0.09152, -1.36356, 1.90593], [1.50748, 2.22844, 1.96293], [1.94348, 1.69744, 1.24993], [1.02748, 2.87144, 1.51093], [2.89248, 0.26744, 0.46193], [2.68948, -0.16856, 1.28193], [2.15848, 0.06944, -0.08107], [-2.35752, -1.80956, -0.81407], [-3.28952, -1.83856, -0.83607], [-2.06152, -1.42756, -1.61007], [0.35148, -0.14056, -0.34707], [-0.20652, 0.62244, -0.29307], [-0.23552, -0.79656, 0.01593]], "forces_ev_per_angstrom": [[0.404, 1.133, 1.835], [0.640, -0.614, -0.789], [-0.895, -0.170, -1.419], [0.164, -0.397, 0.401], [-0.337, 0.717, -0.745], [0.273, -0.039, -0.136], [-0.161, 0.082, -0.551], [-0.459, 0.417, 0.431], [0.329, -0.754, 0.477], [0.055, -1.241, -1.660], [0.461, -0.183, 0.178], [-0.625, 1.338, 1.442], [-1.359, 1.049, 0.918], [1.771, -1.204, -0.974], [-0.144, 0.014, 0.403], [1.512, -2.341, 0.674], [-0.140, 0.525, 0.738], [-1.237, 1.860, -1.205], [1.657, 0.874, 0.606], [0.104, -0.402, 0.555], [-1.432, -0.371, -1.036], [0.848, -0.577, 1.918], [-1.579, -0.028, -0.034], [0.605, 0.282, -1.700], [0.159, -0.007, -0.392], [-0.142, 1.253, -0.124], [-0.476, -1.214, 0.189]], "total_charge": 0, "orbital_gap_ev": 10.45, "lumo_ev": -0.025, "de_lowest_ev": 2.833, "smiles": "O.O.O.O.O.O.O.O.O", "homo_energy_ev": -10.477}